*P*
The following is a DFT calculation (ωB97M-V/def2-TZVPD) of a cluster of 2 separate species, C5H10 in total.

Calculated values
SMILES string = C=CC.C=C
E_LUMO = 1.145 eV
frontier orbital gap = 10.5066 eV
highest occupied orbital energy = -9.361 eV

Each line ends with the Mulliken charge.
Positions of all 15 atoms, in Å:
C (-2.230, -0.018, -0.623)  -0.83
C (-1.245, 0.865, -0.249)  0.00
C (-0.898, 1.239, 1.146)  -0.97
H (-2.455, -0.339, -1.597)  0.32
H (-2.615, -0.746, 0.118)  0.22
H (-0.670, 1.305, -1.067)  0.41
H (0.007, 1.925, 1.297)  0.28
H (-1.827, 1.725, 1.596)  0.31
H (-0.708, 0.270, 1.745)  0.29
C (1.512, -0.890, -0.304)  -0.21
C (2.790, -1.217, -0.122)  -0.51
H (1.045, 0.127, 0.001)  -0.06
H (0.982, -1.505, -1.016)  0.26
H (3.495, -0.468, 0.208)  0.22
H (3.171, -2.164, -0.373)  0.27

---

*Q*
The following is a DFT calculation (ωB97M-V/def2-TZVPD) of the molecule C5H10.

Calculated values
SMILES string = C/C=C/CC
E_LUMO = 1.280 eV
frontier orbital gap = 10.3495 eV
highest occupied orbital energy = -9.069 eV

Each line ends with the Mulliken charge.
Positions of all 15 atoms, in Å:
C (2.539, 0.483, -0.513)  -1.08
C (1.283, -0.339, -0.347)  -0.15
C (0.084, 0.128, 0.006)  -0.33
C (-1.163, -0.713, 0.185)  -0.23
C (-2.390, 0.136, 0.536)  -1.24
H (3.388, -0.121, -0.870)  0.31
H (2.438, 1.284, -1.249)  0.29
H (2.863, 0.939, 0.455)  0.26
H (1.401, -1.391, -0.513)  0.36
H (-0.047, 1.210, 0.163)  0.31
H (-1.008, -1.452, 0.970)  0.27
H (-1.316, -1.257, -0.756)  0.28
H (-3.314, -0.458, 0.623)  0.34
H (-2.216, 0.618, 1.523)  0.30
H (-2.542, 0.934, -0.212)  0.33

---

*R*
The following is a DFT calculation (ωB97M-V/def2-TZVPD) of a cluster of 2 separate species, C5H10 in total.

Calculated values
SMILES string = C=C1CC1.C
E_LUMO = 1.127 eV
frontier orbital gap = 9.9130 eV
highest occupied orbital energy = -8.786 eV

Each line ends with the Mulliken charge.
Positions of all 15 atoms, in Å:
C (-0.660, 1.692, 0.202)  -0.83
C (0.148, 0.656, 0.347)  0.33
C (0.677, -0.320, 1.299)  -0.45
C (1.510, 0.179, 0.112)  -0.55
H (-1.535, 1.799, 0.836)  0.28
H (-0.496, 2.400, -0.604)  0.27
H (0.821, 0.115, 2.279)  0.24
H (0.431, -1.382, 1.300)  0.22
H (2.236, 0.967, 0.255)  0.24
H (1.785, -0.571, -0.630)  0.22
C (-0.964, -1.127, -1.072)  -1.11
H (-0.053, -1.742, -0.994)  0.21
H (-1.756, -1.604, -0.496)  0.30
H (-1.204, -0.985, -2.117)  0.39
H (-0.939, -0.076, -0.716)  0.24

---

Ordering by calculated energy gives the sequence *Q*, *P*, *R*, with the first entry being the most stable.

---

*P*
The following is a DFT calculation (ωB97M-V/def2-TZVPD) of the molecule C5H10.

Calculated values
SMILES string = C=CCCC
E_LUMO = 1.171 eV
frontier orbital gap = 10.2866 eV
highest occupied orbital energy = -9.116 eV

Each line ends with the Mulliken charge.
Positions of all 15 atoms, in Å:
C (-0.353, 1.577, -1.087)  -0.86
C (-0.298, 0.185, -1.242)  -0.11
C (0.745, -0.679, -0.593)  -0.51
C (0.307, -1.066, 0.826)  -0.54
C (-0.393, 0.023, 1.705)  -1.05
H (0.452, 2.209, -0.806)  0.31
H (-1.209, 2.189, -1.319)  0.25
H (-1.093, -0.293, -1.747)  0.35
H (0.801, -1.680, -1.348)  0.22
H (1.622, -0.141, -0.397)  0.30
H (1.196, -1.360, 1.340)  0.34
H (-0.255, -2.001, 0.729)  0.32
H (0.045, 0.941, 1.568)  0.35
H (-1.544, 0.084, 1.612)  0.25
H (-0.068, -0.191, 2.707)  0.36

---

*Q*
The following is a DFT calculation (ωB97M-V/def2-TZVPD) of a cluster of 2 separate species, C5H10 in total.

Calculated values
E_LUMO = 0.383 eV
frontier orbital gap = 8.8321 eV
highest occupied orbital energy = -8.449 eV

Each line ends with the Mulliken charge.
Positions of all 15 atoms, in Å:
C (2.234, -0.018, 0.167)  -0.81
C (1.390, 1.149, 0.479)  -0.26
C (-0.893, -0.679, 0.227)  -0.47
C (-2.151, -0.402, -0.535)  -0.48
C (-1.052, 0.624, -0.524)  -0.63
H (3.173, 0.402, 0.590)  0.37
H (2.061, -0.982, 0.667)  0.30
H (2.433, -0.160, -0.900)  0.25
H (0.986, 0.973, 1.499)  0.13
H (-0.203, -1.416, -0.173)  0.25
H (-0.932, -0.653, 1.313)  0.27
H (-3.052, -0.187, 0.030)  0.24
H (-2.319, -0.953, -1.456)  0.23
H (-1.204, 1.533, 0.047)  0.31
H (-0.474, 0.770, -1.431)  0.30

---

*R*
The following is a DFT calculation (ωB97M-V/def2-TZVPD) of the molecule C5H10.

Calculated values
SMILES string = CC1CCC1
E_LUMO = 1.297 eV
frontier orbital gap = 11.7477 eV
highest occupied orbital energy = -10.451 eV

Each line ends with the Mulliken charge.
Positions of all 15 atoms, in Å:
C (-0.275, -1.729, -0.772)  -1.28
C (0.259, -0.519, 0.017)  0.47
C (-0.584, 0.265, 1.065)  -0.75
C (0.073, 1.575, 0.566)  -0.43
C (0.619, 0.825, -0.672)  -0.76
H (0.561, -2.382, -1.036)  0.33
H (-0.973, -2.324, -0.169)  0.31
H (-0.792, -1.494, -1.714)  0.32
H (1.160, -0.821, 0.563)  0.20
H (-1.672, 0.254, 0.935)  0.30
H (-0.362, -0.010, 2.102)  0.27
H (0.863, 1.943, 1.227)  0.22
H (-0.609, 2.406, 0.360)  0.27
H (1.683, 0.963, -0.891)  0.27
H (0.048, 1.048, -1.580)  0.26

---

*S*
The following is a DFT calculation (ωB97M-V/def2-TZVPD) of the molecule C5H10.

Calculated values
SMILES string = C/C=C/CC
E_LUMO = 1.185 eV
frontier orbital gap = 10.4694 eV
highest occupied orbital energy = -9.285 eV

Each line ends with the Mulliken charge.
Positions of all 15 atoms, in Å:
C (-2.456, -0.140, -0.039)  -1.12
C (-0.924, -0.284, 0.124)  -0.10
C (-0.106, 0.698, -0.095)  -0.04
C (1.386, 0.675, 0.112)  -0.55
C (2.064, -0.723, -0.095)  -0.84
H (-2.894, 0.727, -0.383)  0.38
H (-2.675, -1.151, -0.805)  0.21
H (-3.034, -0.293, 0.921)  0.27
H (-0.696, -1.442, 0.569)  0.06
H (-0.364, 1.597, -0.475)  0.40
H (1.733, 0.955, 1.226)  0.23
H (1.702, 1.333, -0.590)  0.37
H (3.122, -0.690, 0.178)  0.33
H (1.403, -1.290, 0.558)  0.19
H (1.922, -1.093, -1.250)  0.21

---

Ordering by calculated energy gives the sequence *R*, *P*, *S*, *Q*, with the first entry being the most stable.

---

*P*
The following is a DFT calculation (ωB97M-V/def2-TZVPD) of a structure of composition C12H8N2O4Sr.

Calculated values
E_LUMO (alpha / beta) = -9.334 / -9.334 eV
frontier orbital gap (alpha / beta) = 7.5685 / 7.5679 eV
charge = +2
highest occupied orbital energy (alpha / beta) = -16.902 / -16.901 eV

Each line ends with the Mulliken charge.
Positions of all 27 atoms, in Å:
Sr (0.000, -0.152, -1.299)  2.68
C (-0.003, 1.398, 0.329)  -0.37
O (-0.004, 1.949, 1.372)  0.04
C (-0.005, 2.202, -2.367)  0.14
O (-0.007, 3.263, -2.829)  -0.07
C (-2.146, 0.301, -1.454)  -0.27
O (-3.280, 0.303, -1.432)  0.02
C (2.143, 0.310, -1.454)  -0.27
O (3.278, 0.317, -1.433)  0.02
C (0.002, -1.405, -3.191)  -0.93
H (0.943, -1.953, -2.885)  0.44
H (-0.936, -1.957, -2.885)  0.44
C (0.000, -0.298, -3.782)  -0.48
H (-0.935, 0.244, -4.121)  0.39
H (0.934, 0.248, -4.120)  0.39
N (-0.001, 0.316, 5.962)  -0.32
C (-0.001, 0.337, 4.732)  -0.63
C (-0.001, 0.195, 3.295)  1.00
C (-1.177, -0.216, 2.658)  -0.31
C (-1.132, -0.876, 1.516)  -0.18
N (0.004, -1.180, 0.870)  -0.81
C (1.137, -0.870, 1.517)  -0.18
C (1.178, -0.209, 2.658)  -0.31
H (-2.156, -0.018, 3.191)  0.44
H (-2.130, -1.129, 0.979)  0.34
H (2.138, -1.116, 0.980)  0.34
H (2.156, -0.005, 3.192)  0.44

---

*Q*
The following is a DFT calculation (ωB97M-V/def2-TZVPD) of a structure of composition C12H8N2O4Sr.

Calculated values
E_LUMO = -8.390 eV
frontier orbital gap = 7.2267 eV
charge = +2
highest occupied orbital energy = -15.617 eV

Each line ends with the Mulliken charge.
Positions of all 27 atoms, in Å:
Sr (0.451, 0.172, 0.816)  1.92
C (-1.919, -0.203, -0.710)  0.17
O (-3.044, -0.366, -0.928)  -0.06
C (0.250, -0.335, -2.004)  0.13
O (0.125, -0.538, -3.139)  -0.09
C (0.121, -2.354, 0.387)  -0.04
O (0.054, -3.511, 0.468)  0.01
C (-0.116, 2.364, -0.408)  -0.08
O (-0.247, 3.450, -0.735)  0.05
C (5.052, 0.454, 1.032)  -0.64
H (4.960, 1.469, 1.436)  0.30
H (5.040, -0.370, 1.755)  0.30
C (5.224, 0.234, -0.284)  -0.47
H (5.352, -0.777, -0.688)  0.27
H (5.273, 1.058, -1.005)  0.27
N (-5.359, 2.779, 0.607)  -0.32
C (-4.684, 2.029, 1.208)  -0.19
C (-3.800, 1.033, 1.802)  0.48
C (-4.290, -0.273, 2.000)  -0.19
C (-3.381, -1.264, 2.334)  -0.54
C (-2.045, -0.934, 2.482)  -0.42
N (-1.563, 0.295, 2.196)  -0.73
C (-2.444, 1.311, 2.018)  -0.20
H (-5.366, -0.449, 1.850)  0.50
H (-3.728, -2.289, 2.531)  0.45
H (-1.282, -1.662, 2.791)  0.59
H (-2.023, 2.317, 1.933)  0.52

---

Ordering by calculated energy gives the sequence *Q*, *P*, with the first entry being the most stable.